(1)
Here is a structure of composition C46H37BaBrIN4O2PS2 from the OMol25 dataset. Energies are from wB97M-V/def2-TZVPD.

Output
LUMO energy, eV: -0.53
E_HOMO, eV: -6.856

Geometry (Å):
1 Ba -0.18 -0.21 0.02
2 Br 2.44 4.88 5.49
3 C 2.25 3.44 4.28
4 C 1.47 3.59 3.15
5 C 1.32 2.52 2.28
6 C 1.93 1.29 2.53
7 C 2.74 1.18 3.66
8 C 2.89 2.24 4.54
9 N 1.74 0.24 1.60
10 C 1.82 -0.98 2.06
11 C 2.22 -2.08 1.13
12 C 2.93 -3.18 1.62
13 C 3.35 -4.16 0.75
14 C 3.05 -4.02 -0.60
15 C 2.33 -2.91 -1.00
16 N 1.91 -1.96 -0.17
17 H 0.95 4.52 2.96
18 H 0.68 2.64 1.42
19 H 3.28 0.26 3.88
20 H 3.52 2.14 5.41
21 H 2.16 -1.16 3.08
22 H 3.14 -3.24 2.68
23 H 3.90 -5.02 1.11
24 H 3.37 -4.75 -1.33
25 H 2.10 -2.77 -2.05
26 S -1.82 1.18 2.08
27 C -1.27 0.54 3.61
28 C -1.40 1.37 4.73
29 C -0.98 0.98 5.99
30 C -1.13 1.90 7.08
31 N -1.27 2.65 7.94
32 C -0.43 -0.29 6.18
33 C -0.31 -1.13 5.08
34 C -0.70 -0.74 3.80
35 S -0.34 -1.91 2.51
36 C 0.02 -0.75 7.45
37 N 0.42 -1.13 8.46
38 H -1.82 2.35 4.59
39 H 0.12 -2.12 5.22
40 I 1.12 -0.38 -3.75
41 C 1.82 1.43 -4.54
42 C 3.08 1.33 -5.07
43 C 3.65 2.38 -5.82
44 C 2.90 3.48 -6.08
45 C 1.59 3.61 -5.55
46 C 0.84 4.76 -5.90
47 C -0.42 4.95 -5.42
48 C -0.93 4.03 -4.49
49 C -0.23 2.91 -4.09
50 P -0.91 2.08 -2.60
51 C -2.60 1.63 -3.12
52 C -3.59 1.46 -2.15
53 C -4.87 1.07 -2.51
54 C -5.17 0.82 -3.84
55 C -4.18 0.95 -4.81
56 C -2.91 1.36 -4.45
57 C -1.13 3.52 -1.50
58 C -2.28 4.30 -1.37
59 C -2.31 5.37 -0.48
60 C -1.19 5.68 0.27
61 C -0.04 4.92 0.15
62 C -0.01 3.85 -0.73
63 C 1.03 2.62 -4.69
64 H 3.64 0.42 -4.94
65 H 4.65 2.28 -6.21
66 H 3.28 4.29 -6.69
67 H 1.30 5.49 -6.56
68 H -1.00 5.82 -5.70
69 H -1.89 4.24 -4.04
70 H -3.37 1.62 -1.10
71 H -5.62 0.95 -1.74
72 H -6.17 0.52 -4.13
73 H -4.41 0.75 -5.85
74 H -2.15 1.48 -5.21
75 H -3.16 4.07 -1.96
76 H -3.21 5.95 -0.38
77 H -1.22 6.51 0.97
78 H 0.84 5.15 0.73
79 H 0.89 3.25 -0.81
80 C -0.70 -3.43 -2.35
81 O -1.60 -2.43 -1.91
82 C -2.73 -3.04 -1.30
83 C -3.81 -2.00 -1.15
84 O -3.48 -1.03 -0.19
85 C -3.93 -1.40 1.11
86 H -1.20 -4.16 -2.99
87 H -0.24 -3.96 -1.51
88 H 0.08 -2.95 -2.94
89 H -2.44 -3.47 -0.33
90 H -3.08 -3.87 -1.93
91 H -4.76 -2.49 -0.89
92 H -3.94 -1.49 -2.10
93 H -5.02 -1.51 1.11
94 H -3.62 -0.62 1.80
95 H -3.48 -2.35 1.44

***

(2)
Here is a structure of composition C3InLiO6 from the OMol25 dataset. Energies are from wB97M-V/def2-TZVPD.

Output
LUMO energy (alpha / beta), eV: -5.28 / -8.73
⟨S²⟩: 0.756
E_HOMO (alpha / beta), eV: -13.369 / -12.801
2S+1: 2
Total charge: +1

Geometry (Å):
1 C -0.63 0.36 -0.17
2 O 0.02 1.43 -0.24
3 C -2.18 0.41 0.14
4 O -2.71 -0.73 0.19
5 O -2.70 1.52 0.30
6 In 1.80 1.92 0.16
7 Li -1.53 -2.13 -0.19
8 O -0.13 -0.80 -0.17
9 O 2.50 -0.06 0.06
10 O 2.18 -2.33 0.07
11 C 2.08 -1.17 0.00

***

(3)
Here is the molecule C4H3N3O from the OMol25 dataset. Energies are from wB97M-V/def2-TZVPD.

Output
LUMO energy, eV: -1.79
E_HOMO, eV: -10.116
Structure (SMILES): O=c1ccnncn1

Geometry (Å):
1 O -0.82 -1.30 2.22
2 C -0.72 -0.55 1.06
3 C 0.77 -0.41 0.76
4 C 1.25 -0.10 -0.38
5 N 0.66 -0.18 -1.68
6 N -0.38 0.48 -1.80
7 C -1.16 1.09 -0.74
8 N -1.63 0.48 0.43
9 H 1.24 -0.88 1.72
10 H 2.41 -0.64 -0.55
11 H -1.61 2.01 -1.05

***

(4)
Here is the molecule C3H3N3O from the OMol25 dataset. Energies are from wB97M-V/def2-TZVPD.

Output
LUMO energy, eV: 0.36
E_HOMO, eV: -9.746
Structure (SMILES): O=c1cn[nH]cn1

Geometry (Å):
1 O 2.29 -0.18 -0.97
2 C 1.11 -0.05 -0.75
3 C 0.53 1.19 -0.17
4 N -0.40 1.14 0.71
5 N -0.99 -0.07 0.87
6 C -0.82 -1.04 -0.08
7 N 0.13 -1.03 -0.95
8 H 1.02 2.15 -0.35
9 H -1.29 -0.30 1.80
10 H -1.59 -1.80 -0.12

***

F_max list, top to bottom, in eV/A: 2.09, 3.98, 9.00, 0.66
ΔE to the lowest compared entry with this formula, charge and spin list, top to bottom, in eV: 0.926, 1.138, 5.982, 1.392